(1)
Density functional theory data (ωB97M-V/def2-TZVPD) for C4H13BrMgNO2 as an isolated structure at a distorted geometry.

Computed properties:
Charge: +1
Strongest force on any atom in eV/Å: 3.09
Molar mass in g mol⁻¹: 211.36
E_LUMO in eV: -9.29
Gap between HOMO and LUMO in eV: 1.8
Calculated total energy in eV: -85419.270

Positions of all 22 atoms, in Å:
Mg (-16.233, -23.693, 18.327)
Br (-15.293, -19.948, 18.145)
O (-17.063, -17.093, 22.021)
H (-16.823, -17.358, 21.132)
H (-18.010, -16.958, 21.984)
C (-14.838, -19.087, 10.110)
C (-15.631, -20.211, 10.733)
C (-16.022, -21.389, 9.815)
O (-16.860, -20.819, 8.793)
C (-17.481, -21.818, 7.980)
N (-14.732, -20.579, 11.820)
H (-14.636, -18.199, 10.709)
H (-15.252, -18.700, 9.178)
H (-13.903, -19.476, 9.708)
H (-16.520, -19.791, 11.204)
H (-16.481, -22.201, 10.380)
H (-15.150, -21.862, 9.363)
H (-18.319, -22.251, 8.525)
H (-16.788, -22.638, 7.786)
H (-17.821, -21.414, 7.027)
H (-14.798, -19.980, 12.631)
H (-13.854, -20.234, 11.459)


(2)
Density functional theory data (ωB97M-V/def2-TZVPD) for a 3-piece molecular cluster, C4H13ClO9P overall at a distorted geometry.

Computed properties:
Charge: -1
Strongest force on any atom in eV/Å: 3.61
Molar mass in g mol⁻¹: 271.57
E_LUMO in eV: 2.45
Gap between HOMO and LUMO in eV: 8.0
Calculated total energy in eV: -44593.034

Positions of all 28 atoms, in Å:
Cl (-0.124, -1.988, 4.506)
O (-0.791, -2.783, 3.545)
O (1.128, -2.481, 4.889)
O (0.084, -0.648, 3.933)
O (-0.950, -1.916, 5.693)
C (-3.504, 1.299, -4.313)
O (-2.293, 1.792, -3.677)
P (-1.553, 1.057, -2.494)
O (-0.723, -0.061, -3.018)
O (-0.694, 2.334, -1.852)
C (0.177, 2.254, -0.735)
O (-2.699, 0.708, -1.363)
C (-2.283, 0.053, -0.203)
H (-3.690, 0.342, -3.826)
H (-3.395, 1.154, -5.387)
H (-4.255, 2.083, -4.210)
H (0.731, 1.320, -0.828)
H (-0.329, 2.328, 0.228)
H (1.000, 2.968, -0.716)
H (-2.636, -0.978, -0.186)
H (-2.626, 0.678, 0.622)
H (-1.214, -0.110, -0.068)
C (4.865, -1.833, 1.507)
O (6.023, -1.233, 1.963)
H (4.129, -1.697, 2.300)
H (4.644, -1.414, 0.525)
H (4.943, -2.919, 1.468)
H (6.036, -0.310, 1.699)


(3)
Density functional theory data (ωB97M-V/def2-TZVPD) for C4H13CrO11S2 as an isolated structure at a distorted geometry.

Computed properties:
<S²>: 6.010
Charge: -3
Strongest force on any atom in eV/Å: 2.04
Molar mass in g mol⁻¹: 353.27
E_LUMO (alpha / beta) in eV: 6.91 / 6.85
2S+1: 5
Gap between HOMO and LUMO (alpha / beta) in eV: 2.9 / 4.9
Calculated total energy in eV: -76971.735

Positions of all 31 atoms, in Å:
Cr (0.779, -0.512, 1.006)
S (-2.214, -1.140, 2.382)
O (-2.399, -2.401, 1.606)
O (-1.791, -1.511, 3.745)
O (-1.147, -0.313, 1.684)
O (-3.448, -0.314, 2.372)
S (3.383, 0.247, 1.495)
O (2.159, 0.558, 2.290)
O (2.810, -0.504, 0.324)
O (4.058, 1.473, 0.983)
O (4.357, -0.515, 2.292)
O (1.020, -2.361, 1.747)
H (1.942, -2.430, 2.023)
C (-0.785, 2.918, 0.275)
C (-0.270, 2.003, -0.835)
O (0.830, 1.256, -0.343)
H (0.043, 3.470, 0.726)
H (-1.280, 2.344, 1.060)
H (-1.498, 3.660, -0.111)
H (0.083, 2.600, -1.684)
H (-1.112, 1.362, -1.089)
H (1.639, 1.719, -0.584)
C (-1.377, -1.007, -3.014)
C (-0.116, -1.406, -2.250)
O (-0.316, -1.416, -0.854)
H (-1.551, 0.062, -2.884)
H (-2.260, -1.480, -2.574)
H (-1.350, -1.275, -4.075)
H (0.697, -0.726, -2.507)
H (0.220, -2.416, -2.530)
H (-1.107, -1.944, -0.675)


(4)
Density functional theory data (ωB97M-V/def2-TZVPD) for a 3-piece molecular cluster, C4H13INO2 overall at a distorted geometry.

Computed properties:
Charge: -1
Strongest force on any atom in eV/Å: 3.59
Molar mass in g mol⁻¹: 234.06
E_LUMO in eV: 2.94
Gap between HOMO and LUMO in eV: 6.6
Calculated total energy in eV: -18046.182

Positions of all 21 atoms, in Å:
I (1.496, -2.202, -3.805)
C (0.731, 2.396, 0.016)
C (0.735, 0.918, -0.018)
C (-0.628, 0.190, 0.185)
O (-0.888, 0.060, 1.542)
C (-2.338, -0.240, 1.840)
N (1.212, 0.529, -1.287)
H (0.026, 2.795, -0.714)
H (1.733, 2.790, -0.154)
H (0.286, 2.599, 0.990)
H (1.441, 0.604, 0.752)
H (-0.688, -0.742, -0.376)
H (-1.442, 0.803, -0.205)
H (-2.511, 0.013, 2.886)
H (-2.554, -1.308, 1.798)
H (-3.087, 0.349, 1.311)
H (1.067, -0.462, -1.421)
H (0.701, 0.861, -2.093)
O (1.915, -3.259, -0.243)
H (1.742, -3.428, -1.170)
H (1.050, -3.265, 0.167)


(5)
Density functional theory data (ωB97M-V/def2-TZVPD) for a 3-piece molecular cluster, C4H13N overall at a distorted geometry.

Computed properties:
Charge: 0
Strongest force on any atom in eV/Å: 6.25
Molar mass in g mol⁻¹: 75.15
E_LUMO (alpha / beta) in eV: 0.81 / 0.81
Gap between HOMO and LUMO (alpha / beta) in eV: 6.9 / 6.9
Calculated total energy in eV: -5842.983

Positions of all 18 atoms, in Å:
C (0.010, 1.573, 0.553)
C (-0.670, 0.241, -1.452)
N (0.396, 0.653, -0.527)
H (1.307, 1.808, -1.592)
H (-0.673, 1.064, 1.239)
H (-0.476, 2.463, 0.145)
H (0.895, 1.874, 1.118)
H (-1.483, -0.221, -0.883)
H (-0.281, -0.504, -2.150)
H (-1.051, 1.103, -2.006)
C (0.715, -1.046, 0.476)
C (-0.461, -1.706, 1.152)
H (-1.221, -2.033, 0.432)
H (-0.945, -1.044, 1.883)
H (-0.153, -2.607, 1.709)
H (1.157, -1.663, -0.311)
H (1.483, -0.715, 1.180)
H (1.453, 0.759, -0.966)


Q: molar mass of number 2 (C4H13ClO9P)?
A: 271.57 g mol⁻¹